Entry 1:
Density functional theory data (ωB97M-V/def2-TZVPD) for the molecule C21H18N6O2S at a distorted geometry.

Properties
HOMO-LUMO gap = 7.91 eV
E_HOMO = -0.292 hartree

Structure (ORCA input):
```
! RIJCOSX wB97M-V def2-TZVPD def2/J DEFGRID3
* xyz 0 1
S 1.31488 1.50229 -3.36903
O -1.83104 2.71243 -3.30896
O -3.69047 0.08385 2.26582
N 2.38530 0.30514 -1.10049
N 2.21374 -2.84040 -2.96710
N 2.41514 1.93718 0.24019
N -0.76133 3.10644 -1.32573
N 1.89921 2.40858 -0.88429
N 2.71109 0.71942 0.14133
C -0.56520 -1.35267 3.50270
C 0.52170 3.15363 -3.35219
C -2.99446 0.94947 1.46985
C 2.91992 -3.62060 -2.16891
C -2.87675 2.02277 -0.68788
C -3.56080 1.25765 0.23404
C -1.76534 1.50714 1.80728
C 0.59460 -2.44656 1.71068
C 0.58284 -1.93685 2.99757
C 1.86831 1.40034 -1.73907
C -1.60354 2.49296 -0.38336
C 2.57743 -1.02668 -1.47701
C -1.07900 2.27135 0.88579
C -1.71628 -1.28063 2.72964
C -1.70207 -1.80987 1.44505
C -0.83889 2.98360 -2.67259
C 3.49656 -3.17250 -0.98777
C -0.55073 -2.38297 0.93583
C -2.96274 -0.61038 3.26056
C 2.04282 -1.57542 -2.64061
C 3.32074 -1.84891 -0.63097
H -0.54776 -2.78127 -0.06880
H -3.66612 -1.36409 3.63257
H 0.15278 3.34355 -0.94529
H 1.45427 -0.98866 -3.33102
H -0.56575 -0.94501 4.50403
H -3.30353 2.21897 -1.65703
H -0.10689 2.66671 1.14419
H 3.73573 -1.43920 0.27691
H 0.39090 3.40718 -4.40282
H -4.53426 0.85735 -0.00113
H 3.02476 -4.64666 -2.49314
H -1.31779 1.33116 2.77162
H 1.49322 -2.89404 1.31184
H 1.18842 3.85220 -2.85226
H -2.70898 0.05727 4.09588
H 1.47320 -1.98415 3.60670
H 4.06724 -3.84063 -0.36234
H -2.59508 -1.76048 0.83971
*
```

Atomic partial charges in e from the Löwdin method, atoms 1 to 6: S 1.035; O 0.069; O -0.048; N -0.031; N 0.074; N -0.017

***

Entry 2:
Density functional theory data (ωB97M-V/def2-TZVPD) for the molecule C11H22N4O4 at a distorted geometry.

Properties
HOMO-LUMO gap = 9.58 eV
E_HOMO = -0.332 hartree

Structure (ORCA input):
```
! RIJCOSX wB97M-V def2-TZVPD def2/J DEFGRID3
* xyz 0 1
O 0.01348 -0.17675 1.66290
O -1.58418 -3.58331 -1.52753
O -2.28432 0.98456 2.46408
O -2.54519 -1.23571 2.26395
N 2.12702 1.50838 1.85361
N 0.88534 2.52182 -2.81214
N -1.04232 1.00032 0.15403
N -0.92802 -4.46232 0.53682
C 1.39543 1.38308 0.59290
C 3.15819 2.67466 -1.89921
C 2.24382 2.92563 -3.05738
C 2.17199 0.53206 -0.53992
C -2.15556 0.13958 0.31441
C -2.36885 -0.13933 1.79257
C 3.35676 1.24158 -1.34070
C 0.07890 0.72736 0.85746
C -0.65666 -2.09567 0.02361
C -1.07333 -3.47438 -0.44831
C -1.92768 -1.22380 -0.37794
H -0.27209 -4.22718 1.26055
H 4.20403 1.47412 -0.66468
H 1.30322 0.27746 -1.09076
H -1.05882 1.72313 -0.54601
H -2.05546 -0.95545 -1.38515
H 1.12415 2.49081 0.18051
H 0.33625 3.17986 -2.20517
H 2.44595 -0.50514 -0.13968
H -0.48606 -2.16408 1.10387
H 2.65061 2.36488 -3.97775
H 2.81327 3.36528 -1.06986
H -3.06856 0.58761 -0.13025
H -2.74286 -1.83336 -0.07561
H 0.35361 -1.92910 -0.49000
H 0.40772 2.33067 -3.65999
H 2.96393 2.05644 1.79001
H 2.23553 0.66936 2.29794
H 3.74661 0.59811 -2.11689
H 4.16328 3.11698 -2.21883
H -0.71385 -5.47678 0.31329
H 2.38485 4.02836 -3.14667
H -2.16581 0.79575 3.43281
*
```

Atomic partial charges in e from the Löwdin method, atoms 1 to 6: O 0.056; O 0.066; O 0.124; O 0.115; N 0.067; N -0.002

***

Entry 3:
Density functional theory data (ωB97M-V/def2-TZVPD) for a cluster of 3 separate species, C3H9N6O3 in total at a distorted geometry.

Properties
HOMO-LUMO gap = 7.92 eV
E_HOMO = -0.394 hartree

Structure (ORCA input):
```
! RIJCOSX wB97M-V def2-TZVPD def2/J DEFGRID3
* xyz 1 1
O -6.07096 -1.49117 0.18201
O -5.03999 0.52250 0.33689
O 1.40290 1.64056 0.37497
N -0.01991 -1.87673 1.09102
N 0.52070 0.54400 0.47895
N -0.72026 3.04525 -0.32355
N 0.89661 -0.40946 -0.46653
N -2.81714 1.99163 -0.45631
N 0.61731 -2.65026 -1.09833
C 0.52958 -1.65999 -0.17941
C -1.83903 2.55521 -0.27289
C -5.60666 -0.47543 0.34611
H -3.77627 1.76065 -0.36825
H 0.45070 -2.74467 1.57922
H 2.07466 1.45163 1.02030
H 0.19442 -0.97674 1.47553
H -0.50056 3.95325 0.13523
H -0.27662 -3.19189 -1.26021
H 1.05452 -2.26378 -2.02017
H 1.48014 -0.04135 -1.14047
H 0.22656 2.49498 -0.09110
*
```

Atomic partial charges in e from the Löwdin method, atoms 1 to 6: O 0.280; O 0.184; O -0.129; N 0.131; N -0.180; N 0.198

***

Entry 4:
Density functional theory data (ωB97M-V/def2-TZVPD) for a cluster of 7 separate species, C25H57F6NO16P2 in total at a distorted geometry.

Properties
HOMO-LUMO gap (spin up / spin down) = 5.35 / 4.56 eV
E_HOMO (spin up / spin down) = -0.118 / -0.118 hartree

Structure (ORCA input):
```
! RIJCOSX wB97M-V def2-TZVPD def2/J DEFGRID3
* xyz -1 2
P -24.95301 21.32202 13.97731
P -19.93060 24.37243 11.07426
F -21.32596 20.41919 6.95490
F -15.35213 20.19717 14.54983
F -16.86245 18.79719 14.99147
F -15.38899 18.33314 13.48327
F -21.15620 20.57179 9.01716
F -22.45687 19.11289 8.25208
O -20.81214 20.26931 15.02613
O -19.39147 18.07027 9.07688
O -19.67536 22.23001 15.51120
O -18.81789 24.73932 9.95489
O -19.36938 25.00542 12.45231
O -21.89260 17.75028 11.99057
O -26.03974 21.17842 12.84773
O -19.10406 20.46442 16.46808
O -25.71018 22.49808 14.85815
O -18.97847 19.25572 7.20743
O -23.53229 21.65113 13.54014
O -20.28740 22.90733 11.10482
O -16.11295 20.12935 11.64682
O -21.20899 25.36377 10.80881
O -18.22430 19.26643 12.35766
O -25.12315 19.92274 14.77907
N -21.56677 20.48478 12.13314
C -25.89461 20.06078 11.89002
C -17.07128 19.91256 12.79844
C -24.34404 19.82313 16.02002
C -18.44035 20.55853 7.49928
C -19.02379 26.30849 12.58609
C -25.09265 20.64038 10.78944
C -16.37893 22.34537 10.52683
C -23.13137 17.30402 11.39942
C -22.39323 25.23668 11.53703
C -18.77916 23.99551 8.71212
C -19.97111 20.91622 15.58424
C -27.02113 22.43103 15.34911
C -19.15665 19.10319 16.93964
C -21.36014 19.71710 8.02330
C -20.54927 23.11018 14.83152
C -16.16524 19.31988 13.98429
C -23.54081 15.87503 11.83890
C -20.03134 18.76863 8.02248
C -19.29920 24.80063 7.54244
C -27.34089 21.16584 16.16470
C -24.72712 18.55164 16.84577
C -23.46411 24.72881 10.57469
C -15.55265 21.46025 11.51149
C -17.85119 26.50882 13.56044
C -17.06539 20.75780 6.80105
H -22.85406 26.16847 11.86490
H -19.87722 26.90854 12.90185
H -27.17620 23.31462 15.96824
H -15.36889 22.01637 12.43077
H -23.29103 19.90255 15.74987
H -25.76513 18.30149 16.62654
H -14.53881 21.32946 11.13320
H -20.96883 22.63522 13.94470
H -24.03254 17.73661 16.64237
H -17.07131 25.80680 13.26540
H -20.87954 20.44463 12.87221
H -23.97276 17.91180 11.73225
H -24.85240 19.81472 10.11960
H -26.70424 20.89731 17.00772
H -18.72192 25.72496 7.52114
H -25.65129 21.29365 10.11917
H -23.01412 23.98404 9.91824
H -20.36651 24.96227 7.69352
H -19.20403 18.47928 16.04712
H -25.49604 19.21700 12.45330
H -21.88725 19.55311 11.91091
H -17.01868 20.29518 5.81520
H -22.33675 21.08038 12.40240
H -16.07356 22.08442 9.51353
H -16.22314 20.22529 7.24283
H -17.41715 20.85330 13.22679
H -22.91700 15.06064 11.47050
H -20.07333 18.79188 17.44052
H -23.00751 17.56877 10.34934
H -19.15043 24.25636 6.60984
H -17.38302 27.49049 13.63290
H -18.23134 26.37320 14.57297
H -22.39033 24.56479 12.39532
H -28.33444 21.28716 16.59623
H -19.30589 23.04141 8.73119
H -24.43734 20.77283 16.54678
H -24.56212 15.78658 11.46850
H -23.75238 25.46766 9.82696
H -24.44133 18.68704 17.88888
H -19.07492 21.35539 7.11142
H -18.73523 26.58698 11.57255
H -18.15727 20.80836 8.52181
H -21.27401 23.56068 15.50969
H -27.32590 20.18252 15.69461
H -27.71275 22.54679 14.51463
H -18.27266 18.87117 17.53363
H -17.72491 23.78745 8.52944
H -24.38824 24.34904 11.01041
H -21.14724 20.83538 11.28393
H -16.25598 23.39728 10.78459
H -20.44661 17.96395 7.41574
H -26.86071 19.71166 11.52552
H -16.64054 21.74166 6.60201
H -20.17455 24.01972 14.36205
H -24.16414 21.14201 11.06209
H -17.42326 22.05011 10.62835
H -23.45328 15.86513 12.92533
*
```

Atomic partial charges in e from the Löwdin method, atoms 1 to 6: P 0.528; P 0.554; F 0.214; F 0.128; F 0.124; F 0.107